1.
{"formula": "C17H27InN3OS", "method": "wB97M-V/def2-TZVPD", "homo_ha": -0.269, "charge": 1, "homo_lumo_gap_ev": 1.731, "elements": ["C", "C", "In", "N", "S", "C", "C", "C", "O", "H", "H", "H", "H", "H", "H", "H", "H", "H", "H", "H", "H", "H", "C", "N", "C", "C", "C", "C", "C", "C", "C", "C", "N", "C", "C", "C", "H", "H", "H", "H", "H", "H", "H", "H", "H", "H", "H", "H", "H", "H"], "xyz": [[-2.55, 3.40, -3.20], [-3.32, 3.13, -2.07], [-2.49, 3.82, -0.05], [-4.10, 3.65, 1.32], [-0.78, 2.13, 0.62], [-1.68, 5.89, -0.36], [-0.87, 6.48, 0.84], [-1.62, 6.46, 2.20], [-0.62, 6.44, 3.25], [-1.97, 2.61, -3.70], [-2.49, 4.44, -3.57], [-4.30, 2.62, -2.13], [-3.92, 4.07, 2.22], [-4.98, 3.94, 0.93], [0.45, 2.50, 0.15], [-0.95, 5.81, -1.20], [-2.47, 6.56, -0.73], [0.14, 6.04, 0.90], [-0.70, 7.56, 0.60], [-2.23, 5.54, 2.33], [-2.20, 7.38, 2.37], [-0.70, 5.61, 3.71], [-2.66, -1.27, -0.81], [-1.39, -2.00, -0.66], [-0.43, -1.46, 0.12], [0.77, -2.12, 0.32], [0.99, -3.36, -0.27], [-0.02, -3.88, -1.08], [-1.20, -3.19, -1.26], [2.23, -4.12, -0.03], [2.19, -5.41, 0.51], [3.35, -6.13, 0.68], [4.54, -5.60, 0.33], [4.62, -4.35, -0.17], [3.49, -3.60, -0.36], [5.78, -6.40, 0.48], [-2.45, -0.27, -1.20], [-3.13, -1.20, 0.17], [-3.31, -1.81, -1.49], [-0.64, -0.50, 0.57], [1.51, -1.66, 0.96], [0.10, -4.84, -1.58], [-1.99, -3.57, -1.88], [1.25, -5.86, 0.80], [3.35, -7.13, 1.09], [5.61, -3.99, -0.42], [3.59, -2.61, -0.78], [6.47, -5.85, 1.11], [6.20, -6.55, -0.51], [5.55, -7.36, 0.94]], "mulliken_charge": [-0.604, -0.604, 0.907, -0.647, -0.591, -0.942, -0.550, 0.270, -0.547, 0.207, 0.273, 0.350, 0.148, 0.150, 0.098, 0.315, 0.363, 0.262, 0.278, -0.305, 0.239, 0.285, -0.804, 0.073, -0.348, -0.686, 0.735, -0.755, -0.149, 0.659, -0.747, -0.066, -0.003, -0.337, -0.597, -0.889, 0.348, 0.344, 0.260, 0.333, 0.502, 0.500, 0.387, 0.495, 0.386, 0.475, 0.510, 0.373, 0.371, 0.275]}

=====

2.
{"formula": "C17H27IrN2S", "method": "wB97M-V/def2-TZVPD", "s2": 8.778, "spin_multiplicity": 6, "homo_ha": [-0.320, -0.438], "charge": 1, "homo_lumo_gap_ev": [6.532, 6.588], "elements": ["C", "C", "C", "C", "H", "H", "H", "H", "H", "H", "H", "H", "H", "C", "C", "C", "H", "C", "C", "H", "H", "H", "H", "C", "C", "C", "H", "C", "C", "H", "H", "H", "H", "Ir", "C", "N", "C", "S", "N", "C", "H", "H", "H", "H", "H", "H", "H", "H"], "xyz": [[-0.27, 0.50, -3.69], [0.27, 1.89, -3.76], [0.47, -0.49, -4.55], [-1.75, 0.46, -3.92], [0.32, -0.28, -5.62], [0.13, -1.51, -4.37], [1.55, -0.46, -4.38], [0.14, 2.33, -4.77], [1.34, 1.93, -3.53], [-0.27, 2.54, -3.06], [-2.01, 0.74, -4.96], [-2.25, 1.18, -3.26], [-2.16, -0.53, -3.75], [2.20, -0.10, 0.71], [2.32, -0.83, -0.52], [2.00, 0.08, -1.60], [2.63, -1.86, -0.64], [1.60, 1.34, -0.99], [1.77, 1.22, 0.42], [1.62, 2.03, 1.13], [2.41, -0.49, 1.70], [2.09, -0.14, -2.65], [1.27, 2.23, -1.52], [-1.90, -0.84, 0.38], [-0.99, -1.89, 0.69], [-0.41, -2.37, -0.53], [-0.78, -2.28, 1.68], [-0.99, -1.63, -1.62], [-1.88, -0.63, -1.03], [-2.44, 0.12, -1.57], [-2.53, -0.30, 1.07], [0.32, -3.17, -0.64], [-0.82, -1.80, -2.68], [0.22, -0.30, -0.64], [-1.34, 0.68, 5.64], [-0.76, 1.37, 4.49], [-0.43, 0.73, 3.33], [-0.81, 1.48, 1.85], [0.21, -0.46, 3.44], [1.11, -0.78, 4.55], [-1.03, -0.37, 5.66], [-2.44, 0.73, 5.60], [-1.00, 1.18, 6.55], [-1.20, 2.28, 4.30], [0.44, -0.92, 2.56], [0.67, -1.57, 5.18], [2.06, -1.15, 4.15], [1.30, 0.12, 5.16]], "mulliken_charge": [1.739, -1.923, -1.514, -1.866, 0.433, 0.343, 0.397, 0.462, 0.356, 0.392, 0.452, 0.433, 0.374, -0.286, -1.194, 0.432, 0.502, -0.662, -1.081, 0.742, 0.674, 0.441, 0.391, -1.052, -0.587, -1.069, 0.822, 0.108, -0.484, 0.390, 0.717, 0.498, 0.554, 0.605, -0.910, -0.239, 0.655, -0.251, 0.117, -1.143, 0.349, 0.334, 0.285, 0.323, -0.157, 0.343, 0.321, 0.434]}

=====

3.
{"formula": "C17H27N5O2", "method": "wB97M-V/def2-TZVPD", "homo_ha": -0.304, "relative_energy_kj_mol": 66.1, "smiles": "CCCn1c(CN2CCCC[C@@H]2C)nc2c1c(=O)n(C)c(=O)n2C", "homo_lumo_gap_ev": 9.006, "elements": ["C", "C", "C", "N", "C", "C", "N", "C", "C", "C", "C", "C", "C", "N", "C", "C", "C", "O", "N", "C", "C", "O", "N", "C", "H", "H", "H", "H", "H", "H", "H", "H", "H", "H", "H", "H", "H", "H", "H", "H", "H", "H", "H", "H", "H", "H", "H", "H", "H", "H", "H"], "xyz": [[-0.49, -1.78, 1.47], [0.22, -2.62, 0.42], [0.28, -1.91, -0.93], [0.87, -0.60, -0.83], [0.29, 0.60, -1.02], [-1.11, 0.81, -1.48], [-2.09, 0.52, -0.44], [-2.02, 1.53, 0.61], [-2.80, 1.09, 1.85], [-4.02, 0.26, 1.45], [-4.50, 0.71, 0.07], [-3.44, 0.39, -0.99], [-3.64, -1.03, -1.53], [1.12, 1.61, -0.80], [2.30, 1.03, -0.46], [2.18, -0.35, -0.47], [3.30, -1.20, -0.20], [3.33, -2.41, -0.21], [4.45, -0.45, 0.10], [5.63, -1.24, 0.39], [4.58, 0.93, 0.14], [5.64, 1.46, 0.41], [3.46, 1.67, -0.16], [3.52, 3.11, -0.16], [-0.65, -2.36, 2.38], [-1.45, -1.44, 1.09], [0.10, -0.90, 1.73], [1.24, -2.85, 0.75], [-0.31, -3.56, 0.28], [0.87, -2.51, -1.63], [-0.73, -1.78, -1.32], [-1.30, 0.16, -2.33], [-1.18, 1.86, -1.82], [-0.97, 1.67, 0.87], [-2.39, 2.50, 0.24], [-3.12, 1.99, 2.39], [-2.16, 0.51, 2.52], [-3.76, -0.79, 1.41], [-4.82, 0.38, 2.18], [-4.70, 1.78, 0.10], [-5.43, 0.21, -0.19], [-3.58, 1.10, -1.83], [-3.51, -1.75, -0.72], [-4.63, -1.14, -1.94], [-2.92, -1.26, -2.31], [5.89, -1.85, -0.47], [5.42, -1.91, 1.23], [6.44, -0.56, 0.64], [4.52, 3.40, 0.15], [2.77, 3.51, 0.53], [3.31, 3.49, -1.16]], "mulliken_charge": [-0.660, -0.678, -0.727, 0.196, 0.727, -1.845, 1.002, -0.845, -0.732, -0.621, -0.935, 0.022, -1.546, -0.793, 1.143, -0.150, 0.025, -0.662, -0.034, -1.146, 0.868, -0.692, 0.020, -1.095, 0.531, -0.223, 0.265, 0.305, 0.522, 0.362, 0.251, 0.582, 0.364, 0.256, 0.395, 0.438, 0.237, 0.253, 0.412, 0.362, 0.455, 0.223, 0.228, 0.524, 0.397, 0.315, 0.310, 0.374, 0.388, 0.313, 0.319]}

=====

4.
{"formula": "C17H27N6O2V", "method": "wB97M-V/def2-TZVPD", "s2": 0.837, "spin_multiplicity": 2, "homo_ha": [-0.342, -0.343], "relative_energy_kj_mol": 0.0, "charge": 1, "homo_lumo_gap_ev": [6.094, 6.111], "elements": ["V", "C", "C", "N", "C", "C", "N", "C", "C", "N", "C", "C", "N", "C", "C", "C", "C", "C", "C", "C", "N", "H", "H", "H", "H", "H", "H", "H", "H", "H", "H", "H", "H", "H", "H", "H", "H", "H", "H", "H", "H", "H", "H", "H", "N", "C", "C", "O", "O", "H", "H", "H", "H"], "xyz": [[0.42, 0.37, 0.03], [-0.39, -3.75, -1.02], [-0.43, -2.30, -0.68], [0.66, -1.55, -0.56], [2.02, -2.06, -0.62], [2.88, -1.28, 0.38], [2.58, 0.18, 0.43], [3.36, 1.06, -0.44], [2.75, 1.10, -1.84], [1.31, 1.41, -1.77], [0.95, 2.86, -1.76], [0.19, 3.25, -0.48], [-0.66, 2.13, -0.20], [-1.94, 2.06, -0.20], [-2.85, 3.24, -0.28], [-2.43, 0.67, -0.23], [-3.74, 0.25, -0.21], [-4.00, -1.14, -0.36], [-2.97, -2.02, -0.54], [-1.64, -1.56, -0.54], [-1.41, -0.22, -0.35], [0.38, -3.94, -1.77], [-1.34, -4.09, -1.42], [-0.15, -4.37, -0.15], [2.41, -1.97, -1.64], [2.08, -3.12, -0.35], [3.94, -1.45, 0.18], [2.65, -1.66, 1.38], [2.67, 0.47, 1.40], [4.41, 0.76, -0.50], [3.33, 2.06, -0.01], [2.85, 0.11, -2.30], [3.29, 1.80, -2.47], [0.88, 1.01, -2.59], [0.30, 3.05, -2.62], [1.85, 3.48, -1.89], [-0.34, 4.20, -0.61], [0.88, 3.38, 0.36], [-2.63, 3.93, 0.54], [-3.89, 2.95, -0.21], [-2.70, 3.77, -1.22], [-4.55, 0.94, -0.10], [-5.02, -1.49, -0.34], [-3.17, -3.08, -0.67], [0.61, -1.97, 3.21], [-0.68, -1.31, 3.30], [-0.73, 0.06, 2.63], [-1.72, 0.76, 2.71], [0.36, 0.39, 1.95], [0.55, -2.88, 3.64], [1.30, -1.45, 3.74], [-1.06, -1.17, 4.32], [-1.43, -1.91, 2.78]], "mulliken_charge": [-0.681, -1.963, 0.976, 0.639, -0.616, -1.125, -0.058, -0.854, -0.744, -0.212, -0.733, -0.802, 0.546, 0.761, -1.992, 0.902, -0.780, -0.986, -0.855, 0.440, 0.522, 0.431, 0.490, 0.326, 0.255, 0.652, 0.344, 0.376, 0.337, 0.412, 0.429, 0.350, 0.499, 0.253, 0.416, 0.411, 0.518, 0.228, 0.381, 0.456, 0.374, 0.379, 0.443, 0.393, -0.414, -0.703, 0.689, -0.614, -0.634, 0.211, 0.241, 0.434, 0.251]}